Computed, not measured: a structure of composition C26H37BrN7O2PReS, with ωB97M-V/def2-TZVPD.

```
76
Properties=species:S:1:pos:R:3:forces:R:3
C 0.791799 -5.344146 -1.201286 0.009 0.055 -0.028
N -1.278626 -3.714000 -2.816667 -0.060 0.187 -0.450
Re -0.254042 -0.066356 -0.183878 0.487 -0.220 -0.349
C -3.728976 -2.728050 1.056520 -0.022 -0.092 -0.014
H 3.896277 -4.103866 -1.158885 0.023 -0.007 0.038
H -1.766559 4.258869 -1.752002 0.002 -0.003 -0.005
C -2.707305 -3.614749 -3.215520 0.118 -0.087 -0.052
C -1.379354 -3.726930 -5.197434 -0.039 -0.031 0.037
O -0.007318 -1.355922 1.265827 -0.285 -0.001 0.168
H -1.471760 -2.687669 -5.517072 0.020 0.007 0.007
N -1.882669 -3.166389 -0.329171 -0.271 -0.010 0.184
H 0.589281 -5.819314 -0.237965 -0.034 0.021 0.020
O -0.366604 -1.548491 -1.588375 0.122 0.108 0.452
H 3.099835 -4.752352 0.271927 -0.012 0.012 -0.002
H -3.569540 -3.889900 -5.194317 0.000 -0.035 -0.012
C -0.768455 -0.087014 4.619133 -0.009 0.150 -0.107
S -1.184978 1.583512 -1.573683 -0.086 -0.147 0.029
N -1.007870 2.665986 0.903479 0.182 -0.269 0.115
C -2.707153 -4.213609 -4.615587 0.039 0.018 -0.011
H -0.039084 -3.303016 5.299489 0.008 0.018 -0.008
H -1.062440 0.841479 5.095582 -0.008 -0.044 -0.022
C 3.184831 0.309941 -4.316468 -0.025 0.024 0.089
H 4.224547 0.306539 -4.636350 -0.010 -0.005 0.014
C -0.185039 -1.292698 2.594704 0.127 -0.072 -0.438
H -3.555731 -2.003246 -0.982257 0.039 0.060 -0.024
H -3.241946 -2.504199 2.007049 0.031 0.025 0.012
C -0.406698 -3.842364 -4.022704 -0.183 -0.068 0.080
H 1.890638 -2.737818 0.213991 -0.042 0.027 0.047
C 3.080612 0.385191 -2.815887 0.037 -0.009 -0.171
C -3.680618 -4.232623 0.777109 0.026 0.031 0.025
C -0.795008 1.110701 2.513659 -0.046 0.254 -0.082
H -2.719397 -5.303214 -4.557731 -0.017 0.002 0.013
H -3.916850 -4.834324 1.652269 -0.032 0.001 -0.025
H -0.746623 -1.210567 6.429922 0.007 -0.011 -0.014
H -4.391030 -4.485790 -0.012353 0.021 -0.021 0.015
H -4.741866 -2.331438 1.083300 0.012 0.000 0.031
H 0.102628 -5.753660 -1.937889 -0.005 0.019 0.003
H -2.172171 -5.288797 -0.413674 -0.008 0.023 -0.042
C 2.257231 -5.499738 -1.573940 0.047 0.050 0.038
H -1.049165 -4.316714 -6.049872 -0.005 0.035 -0.019
C 2.934164 -4.402655 -0.747759 -0.053 -0.027 -0.037
H -2.492354 -1.167437 0.150694 0.012 0.059 0.058
C -2.246830 -4.465145 0.298080 -0.045 0.227 0.052
H 2.394645 -5.315984 -2.641563 -0.015 -0.012 0.003
H 2.691584 1.164607 -4.781539 0.017 0.001 0.021
Br 2.589231 0.578812 1.786835 -0.019 0.008 -0.006
C -1.222347 2.862423 -0.352798 -0.093 0.149 -0.153
H -1.576081 -4.673961 1.134764 0.018 0.025 -0.009
H -1.086710 1.985739 3.087392 -0.025 -0.026 0.033
C 4.182780 0.586438 -1.990932 0.122 0.021 0.072
H 2.635464 -6.493552 -1.343143 0.015 0.008 -0.034
N 1.687818 0.322934 -0.849862 -0.200 -0.147 -0.188
H 0.364858 -3.071132 -4.041730 -0.012 0.030 0.031
C 0.020922 -2.438292 3.353441 0.043 -0.153 -0.001
H 2.706774 -0.593500 -4.696598 0.015 0.007 0.015
C 2.769790 0.509087 -0.070603 -0.116 0.010 -0.021
C 1.857063 0.265157 -2.197587 -0.019 0.079 0.154
H 5.170447 0.696729 -2.422939 -0.019 -0.004 0.016
H 0.962061 0.120177 -2.782776 -0.032 -0.030 0.030
H -3.340109 -4.158830 -2.515310 0.028 -0.022 0.014
C -0.589228 -1.222549 5.360775 0.066 -0.182 -0.001
H 2.194882 -2.494260 -1.512129 -0.042 -0.016 -0.050
N -1.511421 4.095782 -0.795125 0.024 -0.090 0.019
N -0.696329 1.336983 1.225675 -0.200 0.203 0.210
P -0.714211 -3.062145 -1.451847 -0.025 -0.060 -0.055
H -3.040158 -2.572700 -3.250555 0.039 0.019 0.015
H 0.089095 -4.814147 -4.015927 -0.006 -0.029 0.038
C -0.188535 -2.402779 4.716890 -0.016 0.046 0.081
H -1.607084 4.845966 -0.130295 -0.001 0.002 0.010
C 1.934166 -3.236281 -0.754066 -0.061 -0.155 -0.007
H 0.345336 -3.340170 2.849456 -0.038 -0.002 0.038
N 0.636350 -3.876620 -1.097362 0.289 0.168 0.088
C -2.925508 -2.150754 -0.101458 0.123 -0.227 -0.035
H 4.869992 0.807987 0.039679 0.011 -0.003 -0.020
C -0.572391 -0.098946 3.218033 -0.060 0.115 0.165
C 4.027970 0.650562 -0.618103 0.116 0.013 -0.088
```
Positions in Å, forces in eV/Å.

For the energy above the lowest of the compared OMol25 structures with the same formula, charge and spin, the calculation gives 57.6 kJ/mol. As for the spin multiplicity: 4. The value obtained for the frontier orbital gap (spin up / spin down) is 7.0 / 6.6 eV. As for the charge: +2. For the HOMO energy (spin up / spin down), the calculation gives -13.64 / -13.88 eV. Its expectation value of S² is 3.774.

Which charges does Löwdin predict for the atoms? In e, they are: number 1, C, carries -0.177; number 2, N, carries -0.178; number 3, Re, carries 1.432; number 4, C, carries -0.141; number 5, H, carries 0.116; number 6, H, carries 0.099; number 7, C, carries -0.168; number 8, C, carries -0.153; number 9, O, carries -0.289; number 10, H, carries 0.117; number 11, N, carries -0.194; number 12, H, carries 0.121; number 13, O, carries -0.443; number 14, H, carries 0.118; number 15, H, carries 0.122; number 16, C, carries -0.002; number 17, S, carries 0.678; number 18, N, carries 0.012; number 19, C, carries -0.153; number 20, H, carries 0.124; number 21, H, carries 0.130; number 22, C, carries -0.010; number 23, H, carries 0.092; number 24, C, carries -0.345; number 25, H, carries 0.119; number 26, H, carries 0.115; number 27, C, carries -0.161; number 28, H, carries 0.096; number 29, C, carries -0.218; number 30, C, carries -0.144; number 31, C, carries -0.049; number 32, H, carries 0.123; number 33, H, carries 0.123; number 34, H, carries 0.121; number 35, H, carries 0.118; number 36, H, carries 0.125; number 37, H, carries 0.109; number 38, H, carries 0.115; number 39, C, carries -0.153; number 40, H, carries 0.121; number 41, C, carries -0.145; number 42, H, carries 0.067; number 43, C, carries -0.161; number 44, H, carries 0.115; number 45, H, carries 0.100; number 46, Br, carries 0.960; number 47, C, carries -0.797; number 48, H, carries 0.114; number 49, H, carries 0.148; number 50, C, carries 0.038; number 51, H, carries 0.123; number 52, N, carries -0.130; number 53, H, carries 0.110; number 54, C, carries 0.004; number 55, H, carries 0.089; number 56, C, carries -0.694; number 57, C, carries -0.102; number 58, H, carries 0.140; number 59, H, carries 0.095; number 60, H, carries 0.113; number 61, C, carries -0.043; number 62, H, carries 0.101; number 63, N, carries 0.109; number 64, N, carries -0.224; number 65, P, carries 0.580; number 66, H, carries 0.119; number 67, H, carries 0.111; number 68, C, carries -0.020; number 69, H, carries 0.123; number 70, C, carries -0.163; number 71, H, carries 0.124; number 72, N, carries -0.164; number 73, C, carries -0.187; number 74, H, carries 0.120; number 75, C, carries -0.176; number 76, C, carries -0.066